Entry from OMol25: a molecular structure, C2H3I2NO2 in a non-equilibrium geometry (ωB97M-V/def2-TZVPD).

Properties
HOMO-LUMO gap (alpha / beta) in eV: 9.0079 / 6.8892
Energy relative to the best compared isomer or geometry (same formula, charge and spin) in kcal/mol: 113.5
Multiplicity: 1
HOMO level (alpha / beta) in eV: -9.5 / -7.8

Each line ends with the Löwdin charge.
Cartesian coordinates (Å):
C  -0.920  0.785  0.589  -0.341
C  0.572  0.775  0.608  -1.401
N  0.521  -1.708  -1.432  -0.246
O  -0.317  -1.609  -2.250  0.118
O  1.164  -2.494  -0.851  0.029
I  1.597  2.464  -0.052  0.761
I  1.634  -0.652  1.677  0.832
H  -1.384  1.001  -0.484  0.106
H  -1.458  -0.147  1.044  0.092
H  -1.409  1.585  1.151  0.049

Forces on the atoms, in the same order (eV/Å):
C -2.39 -0.78 -1.07
C -0.17 -0.15 0.02
N 0.55 2.53 0.77
O -0.57 -1.03 -0.65
O -0.06 -1.60 -0.41
I -0.29 -0.38 0.12
I -0.23 0.56 0.16
H 1.21 -0.78 1.84
H 1.41 1.27 -1.09
H 0.54 0.37 0.31



Entry from OMol25: C3H3NS in the gas phase in a non-equilibrium geometry (ωB97M-V/def2-TZVPD).

Properties
HOMO-LUMO gap in eV: 8.0768
Energy relative to the best compared isomer or geometry (same formula, charge and spin) in kcal/mol: 30.9
Multiplicity: 1
SMILES string: N#CCC=S
HOMO level in eV: -9.3

Each line ends with the Löwdin charge.
Cartesian coordinates (Å):
N  2.169  -1.206  -0.145  0.151
C  1.324  -0.425  -0.187  -0.170
C  0.161  0.604  -0.186  -0.249
C  -0.904  -0.086  0.384  -0.644
S  -2.376  -0.726  -0.214  0.646
H  -0.190  1.122  -1.140  0.147
H  0.452  1.466  0.312  0.093
H  -0.636  -0.749  1.176  0.027

Forces on the atoms, in the same order (eV/Å):
N -0.45 0.36 0.03
C -0.87 1.59 -0.72
C 1.94 0.48 -3.71
C -5.49 -4.88 0.31
S 2.59 2.20 0.60
H 1.04 -1.44 0.36
H 0.89 1.43 1.81
H 0.35 0.28 1.32